[1]
The following is a quantum chemistry calculation of a cluster of 6 separate species, C33H47BrF15O17P in total in a non-equilibrium geometry, from the Open Molecules 2025 dataset.

Results
- highest occupied orbital energy (eV) = -9.08
- DFT total energy (eV) = -189887.264

ORCA input file:
```
! RIJCOSX wB97M-V def2-TZVPD def2/J DEFGRID3
* xyz 0 1
C 4.241 -1.618 0.267
C 2.979 -1.903 0.630
C 1.797 -1.681 -0.287
C 0.861 -0.628 0.246
O 0.873 0.497 -0.173
O 0.032 -0.990 1.274
C -1.375 -1.199 0.980
C -2.098 -0.027 1.662
C -1.835 1.347 1.039
O -2.951 2.227 1.275
C -3.958 2.128 0.363
C -3.632 2.437 -1.073
O -5.071 1.847 0.717
C -1.602 -1.278 -0.540
P -3.242 -1.595 -1.218
O -3.302 -1.072 -2.593
O -4.306 -0.899 -0.256
O -3.494 -3.187 -1.195
C -1.814 -2.586 1.630
Br -0.237 -3.673 2.093
C -2.643 -2.520 2.920
C -4.163 -2.340 2.714
H 4.505 -0.741 -0.322
H 5.074 -2.234 0.593
H 2.802 -2.272 1.637
H 1.295 -2.644 -0.390
H 2.157 -1.292 -1.237
H -1.684 -0.002 2.672
H -3.164 -0.201 1.769
H -0.973 1.813 1.510
H -1.617 1.310 -0.027
H -2.599 2.741 -1.226
H -4.317 3.210 -1.415
H -3.801 1.548 -1.688
H -0.997 -2.089 -0.962
H -1.332 -0.358 -1.057
H -5.181 -0.913 -0.676
H -4.335 -3.383 -0.759
H -2.328 -3.205 0.902
H -2.526 -3.493 3.396
H -2.242 -1.802 3.634
H -4.502 -1.322 2.906
H -4.694 -2.990 3.411
H -4.460 -2.636 1.709
C 8.847 -2.473 4.086
C 8.572 -3.944 3.863
O 7.194 -4.268 4.164
C 6.311 -3.991 3.225
O 6.518 -3.496 2.156
C 4.914 -4.443 3.698
F 4.673 -4.064 4.954
F 4.821 -5.781 3.650
F 3.965 -3.935 2.915
H 8.563 -2.180 5.089
H 9.904 -2.258 3.934
H 8.268 -1.863 3.391
H 9.160 -4.556 4.543
H 8.806 -4.259 2.847
C 6.005 3.050 8.127
C 6.101 1.542 8.060
O 7.093 1.120 7.099
C 8.350 1.149 7.509
O 8.757 1.482 8.581
C 9.266 0.635 6.382
F 8.949 1.176 5.203
F 9.142 -0.700 6.267
F 10.538 0.913 6.637
H 5.807 3.463 7.138
H 5.198 3.342 8.798
H 6.934 3.486 8.493
H 5.167 1.110 7.708
H 6.328 1.107 9.032
C 5.948 -5.971 0.348
C 6.061 -7.474 0.230
O 7.027 -7.850 -0.776
C 8.294 -7.802 -0.404
O 8.723 -7.484 0.665
C 9.193 -8.268 -1.568
F 8.827 -7.702 -2.721
F 9.100 -9.597 -1.706
F 10.462 -7.958 -1.329
H 5.708 -5.526 -0.618
H 5.163 -5.712 1.053
H 6.884 -5.535 0.688
H 5.121 -7.912 -0.099
H 6.329 -7.933 1.181
C -7.193 4.405 -4.571
C -7.041 5.239 -3.318
O -6.065 6.286 -3.500
C -6.490 7.370 -4.129
O -7.588 7.581 -4.548
C -5.342 8.396 -4.218
F -4.201 7.819 -4.607
F -5.139 8.954 -3.016
F -5.643 9.359 -5.081
H -6.226 4.006 -4.879
H -7.873 3.576 -4.386
H -7.584 5.000 -5.394
H -6.666 4.627 -2.500
H -7.991 5.669 -3.005
C -10.113 6.588 -10.474
C -10.890 6.949 -9.227
O -11.144 5.786 -8.410
C -10.145 5.393 -7.638
O -9.063 5.889 -7.544
C -10.582 4.174 -6.801
F -11.215 3.264 -7.546
F -11.411 4.560 -5.823
F -9.517 3.604 -6.246
H -10.633 5.810 -11.034
H -10.003 7.465 -11.111
H -9.121 6.216 -10.224
H -11.874 7.335 -9.482
H -10.375 7.704 -8.635
*
```

[2]
The following is a quantum chemistry calculation of a structure of composition C33H48AsIN7O5SeSi3Ti, from the Open Molecules 2025 dataset.

Results
- highest occupied orbital energy (eV) = -10.09
- relative energy (zero: lowest compared OMol25 entry of this formula, charge and spin) (eV) = 0.5878
- DFT total energy (eV) = -236702.644

ORCA input file:
```
! RIJCOSX wB97M-V def2-TZVPD def2/J DEFGRID3
* xyz 1 1
Ti -2.761 -1.046 0.511
O -0.916 -5.912 3.832
C -1.268 -4.831 3.132
C -0.346 -3.876 2.688
C -0.827 -2.821 1.953
N -2.120 -2.684 1.691
C -3.013 -3.553 2.161
C -2.636 -4.663 2.870
C -4.411 -3.038 1.891
O -5.406 -3.647 2.150
O -4.339 -1.807 1.384
C -0.038 -1.671 1.362
O 1.143 -1.544 1.565
O -0.819 -0.880 0.664
H 0.035 -5.941 3.982
H 0.714 -3.946 2.900
H -3.369 -5.366 3.239
C -1.246 -1.645 -2.028
N -1.881 -2.646 -1.144
C -0.870 -3.685 -0.885
C -2.985 -3.294 -1.863
C -4.078 -2.296 -2.034
C -5.064 -2.444 -3.003
C -6.109 -1.539 -3.069
C -6.167 -0.493 -2.159
C -5.164 -0.344 -1.214
C -4.082 -1.225 -1.149
H -0.842 -2.137 -2.919
H -0.433 -1.159 -1.491
H -1.978 -0.905 -2.345
H -0.584 -4.160 -1.830
H -1.271 -4.456 -0.230
H 0.029 -3.252 -0.453
H -3.333 -4.138 -1.261
H -2.633 -3.697 -2.821
H -5.018 -3.275 -3.697
H -6.879 -1.652 -3.821
H -6.991 0.208 -2.188
H -5.262 0.476 -0.514
Se 0.246 2.734 2.539
N -0.521 2.645 4.115
C -1.530 1.797 3.994
C -2.418 1.431 5.044
C -3.418 0.569 4.736
C -3.534 0.042 3.421
N -2.743 0.325 2.410
C -1.725 1.237 2.674
N -0.883 1.649 1.752
H -2.280 1.845 6.034
H -4.137 0.254 5.479
H -4.334 -0.653 3.204
C 4.953 3.971 -1.881
Si 3.142 3.523 -1.748
C 2.228 4.934 -0.919
C 2.472 3.293 -3.479
As 2.590 1.573 -0.519
Si 4.174 1.691 1.234
C 3.624 0.509 2.572
C 5.941 1.266 0.792
C 4.194 3.432 1.923
Si 3.624 -0.094 -1.842
C 3.911 -1.592 -0.762
C 5.210 0.421 -2.682
C 2.422 -0.575 -3.196
H 5.025 4.984 -2.289
H 5.474 3.298 -2.563
H 5.477 3.964 -0.924
H 2.588 5.906 -1.265
H 2.354 4.896 0.164
H 1.160 4.870 -1.137
H 2.546 4.227 -4.043
H 1.422 2.990 -3.464
H 3.040 2.534 -4.021
H 3.805 -0.527 2.279
H 2.554 0.589 2.769
H 4.169 0.704 3.500
H 6.023 0.276 0.339
H 6.546 1.262 1.703
H 6.381 1.991 0.106
H 3.205 3.784 2.225
H 4.602 4.153 1.212
H 4.833 3.440 2.811
H 4.547 -1.368 0.097
H 4.387 -2.397 -1.328
H 2.959 -1.957 -0.369
H 5.911 0.909 -2.006
H 5.006 1.099 -3.514
H 5.698 -0.467 -3.093
H 1.605 -1.171 -2.790
H 2.929 -1.176 -3.956
H 1.999 0.302 -3.690
I -1.454 4.119 -2.885
C -2.271 2.863 -1.475
C -3.301 3.143 -0.610
N -3.513 2.027 0.108
N -2.669 1.044 -0.237
C -1.911 1.540 -1.208
H -3.875 4.041 -0.454
H -4.147 1.899 0.875
H -1.098 0.969 -1.623
*
```

In eV, the lowest unoccupied orbital energy values for the records above are, in order, 0.0; -4.0.